[1]
The following is a DFT calculation (the ωB97M-V functional and the def2-TZVPD basis) of a molecular structure, C29H35N7P2W.

Calculated values
Calculated total energy in eV: -61451.361
Kohn-Sham gap (spin up / spin down) in eV: 4.7 / 2.8
Total charge: +2
2S+1: 3
Highest occupied orbital energy (spin up / spin down) in eV: -12.17 / -12.17
Energy above the lowest of the compared OMol25 structures with the same formula, charge and spin in kcal per mole: 0.0

Last column: Mulliken charge in e.
Element x y z (Å)
W 0.445 -0.436 4.249  1.134
C -1.192 0.981 4.289  -0.825
C -1.252 0.064 3.174  -0.909
C -0.793 0.480 1.799  0.390
C 0.694 0.170 1.486  0.062
C 1.661 0.271 2.639  -0.999
C 1.557 1.269 3.665  -0.814
C 0.724 2.525 3.542  -0.958
C -0.714 2.404 4.095  -0.889
C 0.591 -2.437 3.874  -1.180
H -1.865 0.799 5.132  0.612
H -1.988 -0.731 3.240  0.783
H -0.983 1.547 1.610  -0.076
H -1.416 -0.041 1.046  -0.312
H 0.729 -0.833 1.033  0.237
H 1.008 0.821 0.653  0.604
H 2.636 -0.209 2.554  0.710
H 2.411 1.356 4.340  0.638
H 0.700 2.888 2.504  0.322
H 1.228 3.333 4.102  0.425
H -0.747 2.964 5.047  0.482
H -1.419 2.957 3.450  0.378
H 0.885 -2.876 4.840  0.499
H 1.387 -2.647 3.151  0.334
H -0.341 -2.909 3.548  0.335
P 1.446 -0.930 -1.692  -0.011
P -2.011 -0.353 -1.558  0.013
N 2.805 0.135 -1.994  0.483
N 2.142 -2.254 -2.774  0.458
N -2.289 1.365 -1.908  0.416
N -3.549 -0.880 -2.332  0.225
C 0.425 -0.178 -3.032  -0.827
C -1.005 -0.730 -3.074  -1.403
C 3.806 0.350 -1.041  -0.522
C 4.832 1.085 -1.620  -0.636
C 4.479 1.310 -2.991  -0.803
C 3.230 0.722 -3.191  -0.087
C 2.341 -3.557 -2.325  -0.387
C 2.765 -4.344 -3.394  -0.696
C 2.835 -3.493 -4.543  -0.670
C 2.463 -2.219 -4.131  -0.125
C -2.304 2.368 -0.929  -0.640
C -2.140 3.604 -1.543  -0.771
C -2.095 3.375 -2.954  -0.864
C -2.167 2.004 -3.149  -0.164
C -4.383 -0.293 -3.292  0.124
C -5.447 -1.158 -3.561  -0.624
C -5.218 -2.356 -2.795  -0.532
C -4.030 -2.176 -2.094  -0.180
H 0.857 -0.396 -4.020  0.173
H 0.438 0.917 -2.908  0.750
H -1.504 -0.337 -3.972  0.535
H -1.001 -1.828 -3.189  0.699
H 3.664 -0.041 -0.040  0.367
H 5.735 1.422 -1.121  0.429
H 5.059 1.825 -3.740  0.463
H 2.596 0.736 -4.072  0.401
H 2.145 -3.786 -1.285  0.364
H 2.998 -5.395 -3.352  0.434
H 3.123 -3.774 -5.543  0.450
H 2.387 -1.308 -4.716  0.227
H -2.484 2.099 0.100  0.757
H -2.059 4.561 -1.046  0.441
H -2.045 4.109 -3.747  0.470
H -2.161 1.451 -4.080  0.443
H -4.162 0.678 -3.705  0.517
H -6.277 -0.968 -4.222  0.479
H -5.837 -3.236 -2.770  0.474
H -3.473 -2.829 -1.443  0.437
N 0.595 0.026 6.071  -0.625
C 0.493 0.247 7.254  0.790
N 0.352 0.959 8.251  -0.339
C -0.005 0.869 9.509  0.448
N -0.313 0.895 10.640  -0.348

---

[2]
The following is a DFT calculation (the ωB97M-V functional and the def2-TZVPD basis) of a molecular structure, C12H23N2O2P2ReS.

Calculated values
Calculated total energy in eV: -51402.472
Kohn-Sham gap (spin up / spin down) in eV: 4.4 / 4.3
Total charge: +3
2S+1: 4
Highest occupied orbital energy (spin up / spin down) in eV: -18.31 / -18.55
Energy above the lowest of the compared OMol25 structures with the same formula, charge and spin in kcal per mole: 16.6

Last column: Mulliken charge in e.
Element x y z (Å)
Re -0.129 0.193 1.388  1.001
P 2.011 -0.808 1.355  0.684
C 2.181 -1.623 -0.295  -0.941
C 1.037 -1.711 -1.100  0.801
N -0.147 -1.222 -0.548  -0.022
C -1.269 -1.340 -1.273  0.821
C -1.388 -2.164 -2.390  -0.765
C -0.231 -2.662 -2.978  -0.494
C 0.981 -2.315 -2.393  -0.927
C -2.515 -0.749 -0.641  -1.120
P -2.131 0.844 0.337  0.561
H 1.910 -2.480 -2.925  0.491
H -2.394 -2.418 -2.699  0.513
H -0.319 -3.223 -3.889  0.508
H -3.236 -0.520 -1.443  0.567
H -2.924 -1.505 0.055  0.409
H 2.808 2.216 -2.454  0.241
H 3.070 -2.068 -0.705  0.561
H 0.014 4.283 -1.281  0.317
O 3.330 2.072 -3.283  -0.584
H 3.479 2.996 -3.538  0.347
H 0.414 1.928 2.096  0.321
O -0.079 4.557 -0.391  -0.571
H 0.744 4.585 0.028  0.285
C -2.641 2.096 -0.938  -1.175
H -3.672 1.888 -1.287  0.482
H -2.554 3.091 -0.475  0.452
H -1.956 2.066 -1.801  0.389
C -3.561 0.964 1.499  -1.207
H -3.375 1.885 2.073  0.452
H -4.517 1.023 0.949  0.415
H -3.556 0.105 2.187  0.431
C 2.184 -2.314 2.408  -1.210
H 3.225 -2.643 2.353  0.439
H 1.897 -2.235 3.463  0.409
H 1.540 -3.096 1.985  0.422
C 3.374 0.341 1.780  -1.102
H 3.219 0.738 2.800  0.436
H 4.356 -0.131 1.734  0.429
H 3.347 1.192 1.094  0.395
S -0.173 1.305 3.271  0.079
C -0.990 -1.184 2.538  -0.267
N -1.364 -1.957 3.333  -0.272

---

[3]
The following is a DFT calculation (the ωB97M-V functional and the def2-TZVPD basis) of C3H5FN2S in the gas phase.

Calculated values
Calculated total energy in eV: -19723.148
Kohn-Sham gap in eV: 9.3
Highest occupied orbital energy in eV: -8.71
Energy above the lowest of the compared OMol25 structures with the same formula, charge and spin in kcal per mole: 34.1

Last column: Mulliken charge in e.
Element x y z (Å)
C 0.505 1.312 -0.176  0.156
C -0.640 -0.927 -0.314  -0.232
C -1.905 -0.619 -0.036  -0.184
H 1.686 -1.610 1.250  0.163
H -0.480 1.657 -0.421  0.322
H 2.346 1.633 0.195  0.217
H -0.430 -1.876 -0.764  0.378
H -2.727 -1.223 -0.313  0.373
N 0.505 -0.111 -0.085  -0.129
N 1.447 2.117 0.022  -0.608
F -2.334 0.528 0.469  -0.234
S 2.027 -0.883 0.173  -0.222

---

[4]
The following is a DFT calculation (the ωB97M-V functional and the def2-TZVPD basis) of a molecular structure, C7H17OSi.

Calculated values
Calculated total energy in eV: -17451.524
Kohn-Sham gap in eV: 9.2
Total charge: +1
Highest occupied orbital energy in eV: -12.94
Energy above the lowest of the compared OMol25 structures with the same formula, charge and spin in kcal per mole: 15.0

Last column: Mulliken charge in e.
Element x y z (Å)
C 1.217 2.349 -0.484  -0.662
C -0.857 -0.869 1.085  -0.757
C -2.951 0.552 1.136  -1.031
C -2.109 -0.313 -1.012  -1.515
C 2.475 -0.696 1.388  -0.966
C 1.323 -1.487 -1.415  -1.185
C -2.016 -0.149 0.511  0.593
O 0.395 1.202 -0.619  -0.267
Si 0.884 -0.824 0.337  0.649
H 1.137 2.770 0.490  0.361
H 0.915 3.204 -1.171  0.284
H -1.081 -1.907 1.003  0.478
H 2.307 1.975 -0.538  0.228
H -0.734 -0.731 2.123  0.585
H -2.816 0.387 2.192  0.286
H -3.707 1.082 0.579  0.329
H -0.452 1.487 -0.823  0.199
H -2.947 -1.112 -1.129  0.346
H -2.417 0.622 -1.449  0.460
H -1.229 -0.647 -1.405  0.366
H 3.074 -1.654 1.298  0.332
H 3.107 0.089 0.810  0.265
H 2.345 -0.345 2.400  0.360
H 1.494 -0.816 -2.166  0.449
H 2.180 -2.071 -1.425  0.453
H 0.462 -2.099 -1.719  0.359

---

[5]
The following is a DFT calculation (the ωB97M-V functional and the def2-TZVPD basis) of 2 unconnected molecules or ions with the total composition C4H9NO2.

Calculated values
Calculated total energy in eV: -9878.865
Kohn-Sham gap in eV: 10.8
Highest occupied orbital energy in eV: -9.95
Energy above the lowest of the compared OMol25 structures with the same formula, charge and spin in kcal per mole: 27.6

Last column: Mulliken charge in e.
Element x y z (Å)
C -2.015 -0.389 -0.252  -1.468
C -0.505 -0.326 -0.369  0.495
O -0.104 1.030 -0.610  -0.374
C 0.249 -0.757 0.914  -0.528
N 1.049 0.412 1.171  -0.077
C 0.822 1.443 0.304  0.419
O 1.318 2.539 0.299  -0.584
H -2.344 -1.422 -0.090  0.383
H -2.483 -0.018 -1.167  0.348
H -2.356 0.229 0.585  0.366
H -0.168 -0.918 -1.227  0.273
H 1.901 0.347 -1.993  -0.210
H -0.451 -0.971 1.734  0.287
H 0.862 -1.650 0.742  0.271
H 1.703 0.514 1.929  0.190
H 2.521 -0.063 -1.971  0.209

---

[6]
The following is a DFT calculation (the ωB97M-V functional and the def2-TZVPD basis) of 2 unconnected molecules or ions with the total composition CH3BrNO2S.

Calculated values
Calculated total energy in eV: -87544.618
Kohn-Sham gap (spin up / spin down) in eV: 5.0 / 6.4
Total charge: -1
2S+1: 3
Highest occupied orbital energy (spin up / spin down) in eV: -1.48 / -4.55
Energy above the lowest of the compared OMol25 structures with the same formula, charge and spin in kcal per mole: 71.6

Last column: Mulliken charge in e.
Element x y z (Å)
C -0.129 1.071 0.141  -0.569
N -1.264 -0.516 0.711  -0.458
O 0.948 -1.807 0.961  -0.517
O -0.152 -0.897 3.003  -0.547
S -0.326 -1.687 1.708  0.587
Br -0.963 1.822 -1.412  -0.305
H 0.711 0.477 -0.303  0.230
H 0.087 1.915 0.736  0.331
H -1.379 -0.735 -0.283  0.248